1.
Density functional theory data (ωB97M-V/def2-TZVPD) for a molecular structure, C58H56GeN4O4P2Pt in a non-equilibrium geometry.

Geometry as XYZ:
```
126
Properties=species:S:1:pos:R:3:forces:R:3:mulliken_spin:R:1
Pt -0.1041 -0.0786 0.3768 0.246 0.355 -2.045 0.379
H 5.8882 3.0924 3.0927 -0.040 0.028 -0.024 0.000
C -3.3291 2.9536 2.5319 0.079 0.007 0.060 0.000
H -2.9418 2.9412 3.5570 -0.004 -0.047 0.025 0.000
C 2.1661 3.1048 -2.6888 0.088 0.001 -0.100 -0.017
C 4.3860 -3.4120 -4.3281 0.184 0.040 -0.183 0.000
H -1.6380 0.6407 5.3147 0.019 -0.018 -0.042 0.000
C -3.1368 -2.8216 -3.7035 -0.024 0.050 -0.069 0.000
H 2.5973 2.2677 5.7081 0.008 0.004 -0.031 0.000
C -0.7351 0.0789 5.1023 0.001 -0.003 -0.041 0.004
H -3.6626 -2.9730 -4.6395 0.040 -0.003 0.042 0.000
C 1.1581 0.0969 -5.5344 0.028 0.002 0.063 0.001
C -4.4216 -1.0196 1.2903 -0.072 0.107 0.085 -0.005
C -4.9082 1.0076 2.5828 0.038 -0.054 -0.109 0.000
C 4.3233 2.7314 4.5197 0.008 0.005 -0.017 -0.002
C -2.5684 -1.5840 -3.4253 -0.006 -0.036 0.169 0.005
H -1.9938 4.5378 1.9241 -0.030 -0.018 0.059 0.000
C -0.4487 -0.3274 3.8025 0.093 -0.116 0.005 -0.008
H 2.1787 -4.7694 -2.1375 0.008 0.006 -0.031 0.000
C 0.7108 -1.0422 3.5167 0.013 -0.246 -0.009 0.003
H 4.1283 0.1270 0.6747 0.016 0.063 0.009 -0.002
C -4.9883 2.1005 -1.7746 0.070 -0.008 0.049 0.000
H -4.2448 3.5441 2.5313 -0.058 -0.026 0.026 0.000
C 0.8450 1.2576 -6.2313 -0.040 -0.009 0.084 -0.001
H 4.9123 3.0682 5.3641 -0.008 -0.040 -0.037 0.000
C 0.0564 -6.0134 3.0458 0.020 -0.001 0.009 0.002
C -0.9489 -5.1289 2.6762 0.012 0.028 0.056 0.007
N -1.5609 1.2808 1.0968 0.306 -0.780 -0.073 0.022
H -2.7919 3.6730 0.6029 0.054 0.038 0.107 0.000
H -5.6004 4.1582 -1.7503 0.039 -0.017 -0.023 0.000
H 2.4379 -1.9969 4.3858 0.007 0.024 0.043 0.000
C 1.9226 4.4221 -2.3266 -0.025 -0.004 0.075 0.028
C 2.2319 2.1162 -1.7187 0.107 -0.090 0.069 0.017
C 3.0257 2.2885 4.7137 -0.045 0.031 0.001 0.001
H -4.3066 -1.6542 2.1748 0.005 -0.058 -0.034 0.000
H 1.9457 -1.2607 6.6754 -0.017 0.014 -0.020 0.000
C 2.5325 -2.6793 -2.3909 -0.066 0.322 -0.065 0.001
H 3.3660 -2.2206 1.3584 0.026 -0.008 -0.021 -0.003
H -1.2519 -2.2948 -0.3870 0.105 -0.111 0.069 0.181
H 3.1107 -0.6536 -2.8395 0.012 -0.013 -0.030 0.000
H -6.0021 1.7163 -1.7852 0.016 0.033 0.006 0.000
C -1.1312 2.6253 1.4475 -0.094 -0.017 -0.031 0.016
C -2.3200 3.5561 1.5795 -0.040 -0.050 -0.004 0.001
N 4.9839 -1.0377 -4.6731 0.070 0.122 -0.087 0.000
C 3.0973 -0.2125 0.5840 -0.142 -0.015 0.030 0.027
C 1.8696 3.7811 -0.0088 0.061 -0.013 -0.079 0.038
H 1.8375 5.1865 -3.0887 0.050 -0.015 0.012 0.001
H 3.7821 -5.4253 -3.9268 0.025 0.025 0.023 0.000
C -2.3543 -3.6665 -1.5946 -0.034 0.069 0.026 0.014
H -2.4862 -0.8702 0.4249 0.052 -0.124 -0.120 0.034
C 0.7051 -3.4180 2.2982 -0.092 -0.135 -0.540 -0.029
C 1.5588 -1.3899 4.5719 -0.141 0.106 -0.002 0.007
H 2.9419 -0.5532 -0.4339 0.045 -0.082 0.024 -0.002
C -2.3893 3.0731 -1.7862 -0.103 -0.118 -0.136 -0.007
H 1.5710 5.7854 -0.7013 0.070 0.003 0.002 0.000
C -3.0274 -3.8642 -2.7928 -0.033 0.000 0.035 0.004
C 3.2585 -1.7007 -3.0528 0.110 0.034 -0.083 0.000
C -0.6256 -3.8292 2.3160 0.065 -0.006 -0.050 0.025
O 1.4918 -2.9922 -0.3132 -0.180 0.240 -0.091 0.006
H 2.7443 -3.9799 2.6747 -0.007 -0.092 -0.018 0.001
H -3.4684 -4.8281 -3.0157 0.037 0.021 -0.009 0.000
H -0.0824 0.0761 7.1463 0.002 -0.016 -0.034 0.000
H 2.3840 1.0826 -2.0110 -0.065 0.097 0.006 0.019
H -3.2788 5.0269 -1.7713 -0.023 -0.027 0.033 0.000
C 1.3789 -5.5929 3.0619 0.049 0.021 0.042 0.002
H -2.2464 -4.4766 -0.8828 -0.007 0.008 -0.021 0.001
C -5.4704 0.0425 1.5560 0.153 0.053 -0.008 0.002
H 4.5451 2.3708 1.1587 -0.004 0.001 0.026 0.003
C -2.6043 1.6923 -1.8179 0.272 0.059 0.169 0.005
C -0.5783 1.9500 -4.4134 -0.053 -0.085 0.062 0.001
H 5.1126 -3.6640 -5.0882 -0.028 -0.029 0.026 0.000
H 0.8584 -1.0328 -3.7442 -0.030 -0.091 -0.023 0.001
C 1.7769 4.7612 -0.9848 -0.075 -0.062 -0.027 -0.012
H -6.3876 -0.4068 1.9321 -0.026 -0.028 -0.045 0.000
H -4.7229 0.4804 3.5253 -0.026 0.046 0.059 0.000
H -5.6793 0.5838 0.6309 -0.095 -0.011 0.043 0.000
C 2.8224 -1.3163 1.6273 0.020 -0.175 -0.245 0.010
H 1.2783 1.4444 -7.2055 -0.012 -0.017 0.005 0.000
H -1.1233 -0.0898 2.9916 -0.031 0.057 0.058 0.045
N -3.6693 1.6056 2.0896 0.010 0.064 -0.059 0.000
C 1.7088 -4.3000 2.6778 -0.043 0.103 -0.084 0.004
C 2.2662 1.8621 3.6291 0.013 0.067 -0.105 0.031
C 1.2772 -0.9868 5.8684 0.073 0.010 -0.079 0.002
H -5.6118 1.8131 2.7826 0.021 0.069 -0.002 0.000
C 2.7371 -4.0217 -2.6863 -0.011 -0.012 0.018 -0.001
C 4.8705 2.7536 3.2396 -0.011 0.012 0.026 0.002
H -1.4065 -3.1221 2.0478 -0.006 -0.076 -0.034 0.020
C 0.6137 -0.1309 -4.2776 -0.132 0.180 -0.090 -0.004
H -4.7063 -1.6531 0.4517 0.077 -0.014 -0.053 0.000
H 2.1615 -6.2729 3.3754 -0.029 0.002 -0.048 0.000
H -0.5486 2.6002 2.3780 0.035 -0.005 0.005 0.012
H -1.9818 -5.4554 2.6727 0.026 0.038 0.003 0.000
Ge -1.0901 0.4344 -1.9525 -0.871 -0.546 0.018 0.044
H 3.1665 -0.9716 2.6017 0.088 -0.062 0.015 0.000
C -0.0351 2.1743 -5.6725 0.038 0.057 -0.047 0.001
H 1.2554 1.5036 3.7787 0.070 0.051 0.052 0.007
H -2.6459 -0.7797 -4.1507 -0.008 -0.062 -0.024 0.001
C 3.6455 -4.3830 -3.6710 -0.058 -0.008 0.050 -0.001
C 4.1917 -2.0836 -3.9976 -0.170 -0.104 0.115 -0.002
C 4.1179 2.3370 2.1550 0.007 0.031 0.032 0.004
H -0.4761 2.9818 0.6543 0.027 0.002 -0.023 -0.026
C 2.8116 1.8793 2.3491 -0.476 0.080 0.238 0.056
C -3.9146 1.2156 -1.7947 0.013 0.140 -0.099 0.000
P 1.0169 -1.7000 1.7917 -0.031 0.707 1.703 0.103
C -1.8993 -1.3630 -2.2191 0.074 0.096 0.052 0.014
C -4.7623 3.4714 -1.7604 -0.025 -0.029 0.018 -0.001
O 4.8241 0.1130 -4.3048 -0.006 -0.205 -0.042 0.000
H 2.3026 2.8424 -3.7314 -0.062 -0.030 0.043 0.001
H -1.3722 3.4589 -1.7944 -0.047 0.045 0.012 0.002
P 1.9375 1.1831 0.9027 0.530 -0.367 -0.245 0.140
O 5.7428 -1.3857 -5.5544 -0.133 0.031 0.154 0.000
H 1.8339 -0.6342 -5.9650 -0.037 0.035 -0.004 0.000
C 1.5854 -2.2561 -1.2989 0.100 -0.512 0.177 -0.003
H 1.7604 4.0417 1.0377 0.019 0.040 -0.006 0.001
H -4.0964 0.1465 -1.8238 -0.038 0.030 0.005 0.001
N -3.1609 -0.3653 0.9722 0.009 0.168 0.356 0.039
C 2.0979 2.4501 -0.3723 -0.144 0.041 0.027 0.045
H -0.2921 3.0763 -6.2163 -0.019 -0.050 0.024 0.000
H -1.2739 2.6712 -4.0031 0.059 0.009 -0.034 0.001
C -0.2561 0.7967 -3.6962 0.443 0.146 0.301 -0.005
C 0.1347 -0.2399 6.1331 0.002 0.016 0.068 0.000
C -1.8037 -2.4220 -1.3122 -0.081 0.053 -0.265 -0.153
C -3.4607 3.9582 -1.7669 0.056 -0.005 -0.092 -0.001
C -2.7774 0.8634 1.3925 -0.076 -0.056 -0.105 -0.110
H -0.1893 -7.0305 3.3249 -0.003 0.047 0.005 0.000
O 1.0090 -1.1232 -1.4624 -0.221 0.573 0.887 -0.050
```
Forces are in eV/Å.

2S+1	2
F_max	2.1	eV/Å
LUMO (spin up / spin down)	-0.116 / -0.149	Eh
orbital gap (spin up / spin down)	6.886 / 6.158	eV
HOMO level (spin up / spin down)	-10.04 / -10.20	eV
total energy	-5642.4912	Ha
⟨S²⟩	0.76
charge	+1
energy relative to the best compared isomer or geometry (same formula, charge and spin)	38.1	kcal/mol



2.
Density functional theory data (ωB97M-V/def2-TZVPD) for a molecular structure, C58H56N7OPTaTe in a non-equilibrium geometry.

Geometry as XYZ:
```
125
Properties=species:S:1:pos:R:3:forces:R:3:lowdin_charge:R:1
H -2.1117 -1.2612 -4.1181 0.001 -0.077 0.014 0.120
H 1.2818 -1.4540 6.7649 -0.001 -0.001 0.000 0.129
N -0.0828 2.0376 -1.1723 -0.030 0.203 0.028 -0.122
C 1.4845 2.6411 -4.8800 0.008 -0.014 0.031 -0.042
C -3.8072 1.3882 5.0323 0.000 -0.008 0.018 -0.055
C 3.1862 2.8887 -0.2951 0.006 -0.052 0.019 0.010
H 3.2312 3.8295 -0.8279 -0.017 -0.003 -0.008 0.131
C -1.8609 4.7755 1.1792 0.023 0.001 -0.077 -0.126
C 3.1490 -3.4981 -0.4741 -0.027 -0.007 -0.029 -0.016
C 2.4253 -1.1571 -1.6539 -0.027 0.123 0.130 -0.195
H 2.2686 3.3632 -4.6953 0.000 0.000 0.003 0.120
C 2.1009 -3.0427 -5.3026 -0.019 0.022 0.010 -0.041
H 3.1273 -2.3627 3.4155 -0.013 -0.026 0.011 0.077
C 0.1900 0.7443 -4.1463 -0.152 0.077 0.024 -0.363
H 1.8191 5.7857 1.8338 0.000 -0.001 -0.003 0.118
H -1.6496 5.8789 -3.1601 0.003 0.001 0.007 0.122
C 4.2550 2.4137 0.4381 -0.012 0.005 0.005 -0.021
H -2.5560 1.2449 -1.7905 -0.012 -0.006 0.029 0.052
C -0.4193 -1.2953 3.8530 -0.003 0.037 -0.158 -0.279
C 2.9646 0.4466 0.9997 -0.076 -0.070 -0.002 -0.122
H 0.1093 7.5174 1.4135 0.000 -0.002 -0.003 0.121
C -3.4477 -0.7556 -0.0565 -0.005 0.021 0.050 -0.185
H 1.8217 -0.9306 -5.1114 -0.002 0.000 -0.001 0.114
H -0.8194 -2.2876 5.7093 0.006 0.001 0.008 0.129
H 2.9434 -0.5229 1.4800 0.003 -0.025 -0.046 0.083
C 3.5781 -3.1151 2.7454 0.063 0.061 0.012 -0.067
C -1.5700 1.8856 5.7719 0.003 0.001 -0.015 -0.048
H 0.7945 -4.0366 1.2183 -0.058 -0.002 -0.045 0.109
H -4.0938 1.2662 2.9103 -0.005 0.022 0.000 0.095
H 2.7735 -5.4122 3.7133 0.008 0.003 -0.006 0.097
C -3.0870 4.2848 -3.1381 -0.024 -0.001 -0.011 -0.039
C 0.7973 -4.4305 -3.8298 0.003 -0.008 -0.009 -0.046
C 0.5864 -2.0326 -3.7301 0.018 0.057 -0.003 -0.354
C -1.3860 -2.8052 1.1120 0.112 0.041 -0.248 -0.437
H -3.8538 4.8629 -3.6360 0.003 -0.003 -0.004 0.121
H -0.8735 2.0899 6.5745 0.004 0.006 -0.007 0.121
H 2.7220 0.1134 5.4427 -0.001 -0.010 0.015 0.125
H 1.4065 -4.3086 3.9348 0.005 0.017 -0.023 0.081
H -2.2098 -3.6662 2.6869 0.006 0.012 0.025 0.183
C 0.2223 -3.2997 -3.2799 -0.009 -0.002 0.020 -0.091
H 2.8238 -2.9428 -6.1010 0.002 0.003 0.001 0.123
H -3.1807 -0.4445 0.9442 0.021 0.005 -0.006 0.041
H 1.1832 3.3999 1.8539 0.010 -0.003 -0.016 0.092
H -3.2431 1.6159 7.0863 0.001 -0.005 -0.002 0.121
H 4.9661 0.8000 1.6602 -0.005 -0.001 0.007 0.126
C -1.6577 -3.9786 0.2358 0.019 -0.036 0.075 0.062
H 0.5049 -5.4139 -3.4857 0.005 0.008 0.007 0.117
C 2.0124 2.1348 -0.3411 -0.156 -0.023 -0.194 -0.336
C -3.3784 1.4168 3.7112 0.026 -0.077 -0.031 -0.152
H 4.6409 -3.6675 -2.0012 -0.007 -0.005 0.000 0.125
H 2.1883 -5.1839 -5.2786 -0.001 0.002 -0.007 0.122
H -5.4517 -1.2123 0.4912 -0.003 0.006 -0.007 0.122
C 4.1299 1.1918 1.0949 0.034 0.031 -0.016 -0.021
C 0.7814 2.6653 -6.0735 -0.028 0.003 -0.026 -0.033
C 1.5869 -3.3072 1.4131 -0.152 0.102 -0.031 -0.186
C 3.8262 -3.0774 -1.6021 -0.001 0.008 -0.023 -0.016
O -0.8093 -1.7741 0.6177 -0.305 -0.371 0.799 -0.241
C -1.1120 2.8090 -1.8570 0.068 -0.019 -0.004 -0.283
H -2.1006 -0.7929 2.6644 0.007 0.016 0.020 0.058
C -3.3364 2.9793 -2.7536 0.006 -0.016 0.008 -0.044
C 1.7417 -4.3002 -4.8426 0.004 -0.008 0.010 -0.037
H -0.9775 -3.9766 -0.6081 0.073 -0.014 -0.007 0.077
H -4.3003 2.5271 -2.9469 -0.001 0.006 0.006 0.116
Ta 0.0302 -0.1957 -0.1818 -0.062 -0.018 -1.690 1.646
H 4.3060 -3.6856 3.3196 0.004 -0.007 -0.010 0.101
N -1.7827 -2.8129 2.3518 0.057 0.006 0.072 0.175
H -2.4953 -1.8194 4.0198 0.035 -0.064 0.011 0.148
C 3.4763 -1.8697 -2.1853 0.065 0.005 0.032 -0.055
C 0.7939 5.4993 1.6387 -0.011 -0.008 0.025 -0.051
C -0.1699 6.4722 1.4080 0.002 0.010 0.010 -0.042
H -4.2890 -1.7599 -3.6080 0.001 -0.001 0.002 0.131
H 1.0050 3.4152 -6.8202 0.007 -0.004 -0.001 0.123
H 1.1566 -2.4848 1.9988 -0.068 0.008 0.031 0.090
C -1.8462 4.8555 -2.8701 0.004 0.019 -0.008 -0.038
H -4.8501 1.2067 5.2559 -0.002 0.007 -0.006 0.119
C -4.7227 -1.1802 -0.3054 -0.020 -0.010 -0.029 -0.029
H -1.5503 -4.9117 0.7878 -0.048 -0.013 -0.006 0.114
H 0.0921 4.5934 -2.0163 0.004 -0.009 0.008 0.117
N -2.4719 -0.6672 -0.9908 0.040 0.034 0.187 -0.013
H 2.0822 0.6455 3.1255 -0.033 -0.018 0.041 0.093
C 1.6528 -1.5775 -0.5435 0.548 -0.181 -0.056 -0.268
C 1.1889 1.6852 -3.9189 0.174 -0.109 -0.080 -0.110
C -0.1992 1.7122 -6.3215 0.013 0.017 -0.011 -0.038
H 3.4561 -4.4020 0.0345 -0.007 0.001 0.008 0.128
C 1.8430 0.8933 0.2867 0.239 0.168 0.409 -0.265
N -1.8250 -0.9744 -3.1929 0.079 0.217 -0.145 -0.078
H -0.5320 -3.3967 -2.5099 -0.043 -0.028 0.024 0.080
P -0.1888 -0.5821 -2.9748 -0.001 -0.257 0.099 1.039
H -2.6880 -3.9076 -0.1249 0.021 0.024 -0.035 0.116
H 2.2140 -0.2016 -2.1321 0.020 -0.009 0.039 0.064
C 1.5296 -1.9065 -4.7462 -0.019 0.007 -0.066 -0.077
C -4.0832 -1.4815 -2.5829 0.045 0.009 0.021 0.023
C -2.7964 -1.0373 -2.2310 0.048 -0.065 -0.015 -0.384
H 4.1187 -2.5958 1.9517 -0.010 0.008 -0.004 0.085
C 1.8300 -0.3263 5.0179 0.024 0.016 0.005 -0.026
N 2.5897 -4.0105 2.1785 0.074 -0.122 -0.069 -0.269
H -1.2280 -0.0017 -5.6116 -0.044 0.023 0.039 0.107
C -0.8844 3.8132 1.4043 0.168 -0.059 -0.042 -0.489
C -1.4925 6.1136 1.1875 -0.012 0.008 -0.011 -0.049
C -2.9038 1.6206 6.0591 -0.012 -0.008 0.011 -0.042
C -0.4875 0.7502 -5.3701 -0.027 0.030 0.064 -0.076
N 0.3908 -0.5249 3.1081 0.013 0.075 0.119 0.079
H -6.0497 -1.8821 -1.8648 0.000 -0.001 0.000 0.132
C 2.1024 -2.7652 0.0877 -0.042 -0.044 -0.011 -0.188
C -0.8589 4.1329 -2.2305 -0.048 -0.030 -0.028 -0.015
H -0.7307 1.7110 -7.2634 0.000 -0.001 0.001 0.122
C -2.0367 1.6603 3.4323 0.107 0.022 0.094 -0.508
C -1.1301 1.9054 4.4573 0.008 0.059 -0.034 -0.126
C -5.0506 -1.5490 -1.6167 0.002 -0.001 0.043 -0.012
C -0.1305 -1.6630 5.1549 -0.041 0.010 0.003 0.003
C 1.4733 -0.0312 3.7100 -0.093 -0.070 0.028 -0.152
H 1.7742 1.6687 -3.0107 0.012 -0.001 -0.065 0.077
C -2.3487 2.2449 -2.1113 -0.009 0.054 0.001 -0.064
Te -1.5243 1.8164 1.3965 -0.491 0.235 0.190 1.547
C 1.9934 -4.8682 3.1840 -0.052 0.007 0.091 -0.076
H -0.0946 2.1294 4.2396 0.006 0.020 -0.008 0.099
C -1.7549 -1.6456 3.2418 0.018 0.017 0.029 -0.067
C 1.0302 -1.1850 5.7478 -0.001 0.011 0.009 -0.015
H 1.3418 -5.6033 2.7085 -0.001 0.006 0.003 0.089
C 0.4398 4.1574 1.6430 -0.018 0.032 0.130 -0.137
H 5.1772 2.9758 0.4930 0.003 -0.007 0.003 0.125
N 0.9774 2.6907 -1.0787 -0.020 -0.014 0.218 0.068
H -2.2418 6.8754 1.0192 -0.001 -0.004 0.004 0.121
H 4.0157 -1.4876 -3.0420 -0.009 0.007 0.010 0.125
H -2.8907 4.4974 0.9936 0.003 -0.011 -0.006 0.106
```
Forces are in eV/Å.

F_max	1.7	eV/Å
LUMO	-0.336	Eh
orbital gap	5.722	eV
HOMO level	-14.86	eV
total energy	-3367.8266	Ha
charge	+3
energy relative to the best compared isomer or geometry (same formula, charge and spin)	7.1	kcal/mol